DFT (ωB97M-V/def2-TZVPD) results for a structure of composition C12H27ClIN2OP2Pm.

The geometry in XYZ format:
```
47
Properties=species:S:1:pos:R:3
C 0.00608 0.75364 -7.49627
C 0.01087 1.41889 -6.13332
H 0.00892 1.54901 -8.25777
H -0.89597 0.13967 -7.64264
H 0.90271 0.13204 -7.64383
O 0.01999 2.60225 -5.89503
I 0.00105 0.09426 -4.36184
Pm -0.00052 -0.07768 -0.20905
P 2.86774 -0.09690 -0.11323
C 3.96194 1.00577 0.85116
C 3.58006 -1.72098 0.39560
H 4.67374 -1.74247 0.25752
H 4.69239 -0.15975 -1.78535
H 3.08257 -2.50484 -0.18040
H 3.05961 -0.64619 -2.43151
H 3.65692 0.89372 1.89051
H 3.31204 -1.85310 1.44647
C 3.60973 0.04680 -1.79074
H 5.03580 0.79039 0.73963
H 3.39052 1.05890 -2.13711
H 3.73750 2.02577 0.54405
P -2.86870 -0.05412 -0.11003
C -3.94593 1.06609 0.85337
C -3.61043 0.09720 -1.78692
H -3.11942 -2.45830 -0.17370
H -4.69812 -1.67214 0.26730
H -3.33536 -1.80194 1.45307
C -3.60395 -1.66678 0.40279
H -3.06996 -0.60338 -2.42760
H -4.69563 -0.09538 -1.78020
H -5.02301 0.86758 0.74176
H -3.70553 2.08240 0.54620
H -3.37860 1.10616 -2.13420
H -3.64280 0.94917 1.89270
Cl -0.01856 -2.38971 -1.30691
C 0.00508 1.28030 3.38137
C -0.00220 -0.18135 3.15590
N -0.00545 -0.86780 2.00230
C -0.01257 -2.23330 2.35487
C -0.01344 -2.33601 3.72070
N -0.00677 -1.01513 4.19551
H -0.89910 1.54900 3.95637
H 0.91092 1.53968 3.95801
H 0.00887 1.84776 2.43451
H -0.01628 -2.97022 1.54951
H -0.01800 -3.18108 4.38437
H -0.00542 -0.68131 5.15430
```

## Properties
2S+1   5
E_HOMO (spin up / spin down)   -14.56 / -14.57 eV
HOMO-LUMO gap (spin up / spin down)   7.5 / 8.0 eV
Calculated total energy   -73653.806 eV
Charge   +2